1.
{
  "formula": "C21H23AuN4S2",
  "method": "ωB97M-V/def2-TZVPD",
  "e_lumo_ev": 0.241,
  "homo_lumo_gap_ev": 8.038,
  "de_lowest_kcal_mol": 0.0,
  "e_tot_ev": -53473.8936,
  "charge": 0,
  "multiplicity": 1,
  "elements": ["S", "H", "H", "H", "C", "H", "H", "N", "C", "H", "C", "H", "C", "H", "N", "C", "H", "C", "H", "H", "C", "C", "H", "H", "C", "H", "C", "C", "H", "C", "H", "C", "Au", "S", "C", "C", "C", "N", "C", "H", "H", "H", "N", "C", "H", "C", "C", "H", "C", "H", "H"],
  "coordinates": [[2.705459, -1.947211, 5.026665], [-0.417567, -2.658161, 3.391927], [-4.616258, 0.774887, 5.231089], [2.881424, -0.632819, -4.315276], [3.271819, -0.489638, 4.200444], [4.925097, -0.259503, 5.503724], [4.179822, 1.241127, 4.960439], [2.509184, -0.148910, 3.234198], [-4.683558, 0.969323, 1.864346], [-3.686364, 1.139925, -4.180716], [-2.449008, 0.354657, 2.623555], [5.977395, -0.590911, 3.287113], [-3.351787, 0.647316, 1.582522], [5.069166, 0.773526, 2.624523], [-1.716660, 0.323440, -0.223159], [-0.430474, 0.212933, -3.696940], [-5.362815, 1.190628, 1.049375], [-5.148553, 1.012445, 3.163725], [2.093129, 1.047432, -5.903909], [0.458220, -0.158296, -1.762467], [-1.621720, 0.577406, -4.348829], [-2.759007, 0.763508, -2.271636], [2.275263, 0.330900, -2.968632], [0.205110, -2.098467, -4.986139], [-2.782850, 0.856255, -3.656382], [1.438781, -1.452675, -6.081091], [1.397463, -1.978792, 3.884713], [-0.428258, 0.120260, -2.316272], [-1.640538, 0.636824, -5.429357], [0.813774, -0.058616, -4.540555], [0.388184, 1.486954, -6.024064], [-2.900773, 0.622244, 0.183794], [-0.510185, -0.181397, 2.337449], [-4.029057, 1.029134, -1.125601], [5.537041, 0.377670, 3.524363], [1.179518, 1.209547, -5.327242], [0.532742, -1.206493, -5.523067], [1.450513, -0.984007, 3.037805], [4.495845, 0.246894, 4.638728], [1.342990, 2.049552, -4.649813], [0.342311, -3.522610, 4.669096], [-6.182491, 1.262193, 3.363993], [0.435903, -2.929830, 3.865264], [-1.590786, 0.389128, -1.592353], [-0.241378, -0.940151, -6.243529], [-2.952811, 0.416953, 3.927159], [2.013073, -0.455653, -3.678664], [-2.287153, 0.213806, 4.757782], [-4.273217, 0.737087, 4.204299], [6.332171, 1.055201, 3.832741], [1.811869, -1.375015, -3.125139]],
  "forces_ev_per_angstrom": [[0.0, 0.2, -0.4], [0.0, 0.0, 0.0], [0.0, 0.0, 0.0], [0.0, 0.0, 0.0], [-0.3, -0.5, 0.3], [0.0, 0.1, 0.0], [0.0, 0.0, 0.1], [0.3, 0.2, -0.2], [0.1, 0.0, -0.2], [0.0, 0.0, 0.0], [-0.1, 0.1, -0.5], [0.0, 0.0, 0.0], [0.0, 0.0, 0.4], [0.0, 0.0, 0.0], [0.2, 0.0, 0.3], [0.0, 0.0, 0.0], [-0.1, 0.0, 0.0], [0.0, 0.0, 0.1], [0.0, 0.0, 0.0], [0.0, 0.0, 0.0], [-0.1, 0.0, 0.0], [0.0, -0.1, 0.2], [0.0, 0.0, 0.0], [0.0, 0.0, 0.0], [0.0, 0.0, -0.1], [0.0, 0.0, 0.0], [0.4, 0.1, 0.2], [0.1, 0.0, 0.1], [0.0, 0.0, 0.0], [0.1, 0.0, 0.0], [0.0, 0.0, 0.0], [-0.2, 0.1, -0.6], [0.2, -0.3, 0.8], [0.2, 0.0, 0.1], [-0.1, 0.0, 0.0], [0.0, 0.0, 0.0], [0.0, 0.0, 0.0], [-0.6, 0.2, -0.3], [0.1, 0.1, -0.1], [0.0, 0.0, 0.0], [-0.1, 0.0, 0.0], [0.0, 0.0, 0.0], [0.1, 0.1, -0.1], [-0.3, 0.1, -0.3], [0.0, 0.0, 0.0], [0.1, 0.0, 0.1], [0.0, 0.0, 0.0], [0.0, 0.0, 0.0], [0.0, 0.0, -0.1], [0.0, 0.0, 0.0], [0.0, 0.0, 0.0]]
}

2.
{
  "formula": "C3H5NO",
  "method": "ωB97M-V/def2-TZVPD",
  "e_lumo_ev": -1.023,
  "homo_lumo_gap_ev": 8.435,
  "de_lowest_kcal_mol": 118.0,
  "e_tot_ev": -6724.4559,
  "charge": 0,
  "multiplicity": 1,
  "elements": ["H", "N", "H", "H", "C", "C", "C", "H", "H", "O"],
  "coordinates": [[-0.416724, -2.767825, 1.109839], [0.070671, -0.897248, 0.409654], [0.855607, -1.846932, 2.096599], [0.700867, -0.127202, 0.641966], [-1.131154, 0.995419, -0.970469], [0.180696, -1.859706, 1.230995], [-0.008334, 1.869439, -0.990178], [-0.056349, 2.642058, -1.808101], [-1.075680, 0.090949, -1.574379], [0.880401, 1.901049, -0.145926]],
  "forces_ev_per_angstrom": [[0.0, 0.2, -0.1], [0.1, -0.1, 0.4], [0.0, 0.1, -0.2], [0.0, 0.0, 0.1], [0.2, 0.0, 0.0], [-0.1, 0.2, -0.2], [0.1, -0.4, 0.5], [-0.2, -0.3, 0.1], [0.0, 0.1, -0.3], [0.0, 0.1, -0.3]]
}

3.
{
  "formula": "C24H57B3N9O12P",
  "method": "ωB97M-V/def2-TZVPD",
  "e_lumo_ev": -0.165,
  "homo_lumo_gap_ev": 7.103,
  "e_tot_ev": -75108.6815,
  "charge": 0,
  "multiplicity": 1,
  "elements": ["H", "N", "N", "H", "O", "H", "C", "H", "O", "C", "H", "H", "H", "H", "H", "H", "H", "H", "N", "O", "H", "O", "H", "P", "H", "H", "H", "H", "H", "O", "H", "H", "H", "H", "H", "N", "B", "B", "C", "N", "H", "H", "B", "C", "H", "C", "C", "H", "C", "C", "C", "H", "H", "C", "H", "H", "H", "H", "N", "C", "H", "H", "H", "H", "C", "C", "C", "O", "H", "O", "C", "C", "N", "O", "O", "H", "C", "H", "H", "H", "H", "N", "C", "H", "C", "O", "H", "H", "C", "H", "N", "H", "O", "H", "H", "H", "C", "H", "H", "H", "H", "C", "C", "H", "C", "O"],
  "coordinates": [[-5.863215, 6.383357, 4.065592], [-3.768955, 6.294252, 3.929313], [5.584339, -2.090733, 1.693818], [-4.081955, -4.312616, 3.253659], [-0.784637, -2.764542, 0.276094], [-4.847244, 1.469382, 1.342493], [-3.704906, 5.858199, 5.308717], [-5.202640, 5.906664, 2.473368], [-4.820521, -7.202909, 5.612566], [-0.802590, -2.742434, -5.491722], [-0.283296, 3.742151, -2.699395], [3.972816, -0.962736, 1.018489], [3.357632, 3.486039, -6.478049], [1.020644, -1.731603, 0.911178], [-2.942512, -3.982666, 6.672153], [7.376291, -2.251752, 2.787356], [6.350131, 2.879028, -7.550992], [-5.095934, 7.601330, 3.004070], [5.060771, 2.394182, -5.995743], [-1.488984, -1.338949, 0.219184], [2.771072, 4.384885, -0.672803], [-2.619261, 6.828453, 1.992368], [-0.319261, -0.306791, -4.290215], [0.914052, 0.427171, 0.121928], [1.793539, 1.329902, 2.325204], [4.543373, -2.221319, -0.101937], [6.976102, -0.625757, 2.176698], [0.762611, 5.078874, -4.116468], [6.160282, 2.495895, -4.238836], [4.188437, 2.843234, -3.899005], [3.760965, 4.615937, -2.144447], [-2.086341, -0.553752, -4.409489], [1.455468, 2.762311, 1.046997], [3.211636, 2.980671, -1.672307], [-2.670090, 5.694809, 5.622242], [-0.345171, -5.036015, 0.354852], [-2.960975, -1.366452, 0.338325], [-3.159380, 0.919272, -0.118097], [-3.675092, -4.054939, 4.235445], [-4.351078, -0.595485, 3.416690], [3.870517, 2.310457, -7.724536], [-1.585601, -3.474865, -5.709905], [-0.977011, 0.002955, -0.121757], [-2.636715, 6.463600, 3.160944], [5.588308, -3.469478, 3.244637], [-4.168129, -1.449009, 2.437224], [3.772272, 2.488233, -6.650161], [-2.227086, -4.187861, 0.142661], [-1.161114, -3.929315, 0.252424], [-3.915454, 2.003521, 0.860835], [-0.869906, -6.385199, 0.318041], [-0.003116, 1.991367, 1.989711], [1.596210, -5.808122, 0.572408], [2.945155, 4.041586, -1.697108], [7.131071, 2.056315, -6.176149], [7.549599, -1.890869, 1.050473], [-4.301387, -5.000179, 7.235300], [-1.957303, -6.381603, 0.202313], [-0.959567, -2.276628, -4.129474], [1.082639, -4.845246, 0.504188], [-2.596314, -3.898813, 4.147278], [-1.032792, -2.730123, -2.105871], [0.172373, -3.229160, -5.591253], [6.087765, 1.130171, -7.285566], [6.954105, -1.694589, 1.946425], [-4.582288, -6.271890, 4.853989], [-3.447210, -4.945349, 6.553585], [-3.736956, -2.258059, 1.252179], [2.476716, 4.648082, -4.347070], [-1.789812, 1.116672, -0.699687], [-5.064751, 6.560358, 3.339877], [-0.901374, -3.190595, -3.098788], [-3.918001, -5.112594, 5.194276], [-0.724360, -4.395286, -3.226764], [0.498371, 2.824222, -1.065166], [5.491434, -0.718965, 0.105719], [4.948233, -3.052294, 2.449997], [-3.410983, 3.782868, -0.028553], [-0.871620, -1.908658, -6.195704], [-3.170338, 2.216502, 1.768765], [-4.155347, 6.626431, 5.943375], [-4.321036, 3.298230, 0.187037], [1.052655, 1.763601, 1.529170], [-4.262614, 4.922985, 5.409940], [6.230839, 2.097305, -6.795618], [-3.793145, -0.402129, -0.465088], [-1.274491, -0.653581, -2.825870], [-0.609955, -6.891059, 1.252087], [0.584487, 3.550260, -2.047227], [1.459186, -4.286917, -0.358274], [1.725879, 4.203334, -2.461661], [3.096625, 1.746189, -6.214006], [3.795613, -3.433358, 2.291095], [-4.736942, 3.882747, 0.968188], [-4.152195, -3.137994, 4.592451], [1.270938, -4.262020, 1.410586], [1.745608, 5.047063, -3.638406], [-1.706735, 6.234139, 3.706541], [-4.895930, -6.295185, 3.797449], [-2.753529, -5.757094, 6.792425], [-0.420735, -6.916066, -0.525934], [-1.172957, -0.863790, -3.894206], [5.135076, 2.589840, -4.632939], [2.033862, 6.059558, -3.342378], [4.861204, -1.455277, 0.611872], [1.721933, -1.033923, 0.660363]],
  "forces_ev_per_angstrom": [[0.2, 0.0, -0.1], [1.2, 0.1, -0.6], [-0.3, -1.1, 1.0], [0.0, 0.0, 0.2], [6.7, -14.1, 0.2], [1.7, 1.1, -1.1], [-0.1, 0.1, -0.2], [-0.2, 0.2, 0.0], [0.3, 0.9, -0.4], [0.0, -0.3, 0.1], [0.1, 0.0, -0.1], [0.1, -0.1, -0.3], [-0.1, -0.1, -0.1], [1.5, 1.4, -0.5], [-0.1, -0.2, -0.1], [-0.1, 0.1, -0.1], [0.2, -0.1, 0.0], [-0.2, -0.2, -0.1], [0.3, 0.2, 1.4], [-10.1, 15.3, 0.3], [0.1, 0.0, 0.0], [-0.3, -0.3, 0.9], [-0.1, 0.2, 0.1], [1.3, -0.6, -0.1], [-1.5, 0.9, -1.4], [-0.1, 0.2, 0.0], [0.2, -0.1, 0.0], [0.1, 0.0, 0.2], [0.0, 0.0, -0.1], [0.6, -0.2, -1.0], [-0.3, -0.2, 0.0], [0.1, 0.2, 0.1], [-0.8, -2.3, 1.0], [0.1, 0.3, 0.1], [-0.2, 0.0, -0.1], [-1.6, 1.0, -0.1], [0.5, 2.9, -1.5], [0.9, -0.8, -1.8], [0.0, -0.1, 0.3], [1.5, -7.8, -8.8], [0.1, 0.0, 0.2], [0.2, 0.0, -0.2], [-1.5, 1.0, 0.1], [-0.7, 0.1, -0.2], [0.1, 0.1, 0.0], [0.4, 5.0, 3.9], [-0.2, 0.0, 0.3], [-0.1, -0.1, -0.1], [2.0, -1.9, 0.2], [0.2, -0.8, 1.3], [0.2, 0.0, 0.0], [2.2, -0.4, -0.7], [-0.2, 0.2, 0.0], [-0.1, -0.2, 0.5], [-0.2, 0.0, 0.0], [0.2, 0.1, 0.1], [0.2, 0.0, 0.1], [0.2, 0.1, 0.0], [0.0, -0.8, 1.2], [0.0, 0.4, 0.0], [-0.1, 0.2, -0.2], [0.0, 0.1, -0.2], [-0.1, 0.0, -0.2], [0.2, 0.1, -0.1], [-0.3, 0.0, -0.1], [0.3, 0.3, 0.7], [-0.1, -0.3, 0.1], [-0.3, 3.6, 3.5], [-0.1, 0.1, 0.0], [-1.7, -2.8, 2.9], [0.1, 0.1, -0.3], [0.0, 0.3, -0.8], [-0.7, -1.1, -0.6], [-0.1, 0.7, -0.1], [0.3, 1.0, -0.8], [0.0, -0.2, 0.2], [-0.1, 0.6, -0.7], [-1.3, -0.5, 0.1], [0.0, -0.1, 0.2], [-1.4, -0.6, -1.7], [0.1, -0.2, 0.2], [1.0, 0.3, 1.6], [-0.4, 0.3, 0.5], [0.1, 0.0, 0.2], [-0.2, 0.0, 0.0], [2.9, 0.1, 3.2], [0.0, -0.1, -0.2], [-0.1, -0.2, -0.1], [0.9, 0.2, 0.0], [0.1, -0.1, 0.1], [-1.4, -0.6, 0.2], [-0.1, 0.1, -0.1], [0.8, 0.3, -0.1], [0.6, -0.8, -1.4], [0.1, 0.0, -0.2], [0.3, -0.1, -0.1], [0.1, -0.1, 0.1], [-0.1, 0.0, 0.1], [0.1, 0.1, 0.0], [-0.1, 0.1, 0.2], [-0.1, -0.1, 0.1], [0.0, -0.1, -0.1], [-0.5, -0.1, -0.7], [0.0, 0.0, -0.2], [-0.4, 0.0, 0.1], [-3.0, 0.1, 0.5]]
}